Record 1
This record from the Open Molecules 2025 dataset describes a 2-piece molecular cluster, C4H11NO2 overall in a non-equilibrium geometry. The level of theory is ωB97M-V/def2-TZVPD.

Last columns: bonded neighbours and bond lengths (Å).
CARTESIAN COORDINATES (ANGSTROEM)
1 C 0.943 -0.643 -2.273  N2 1.458, H7 1.076, H8 1.064, H9 1.078
2 N 0.534 -0.766 -0.880  C1 1.458, C3 1.469, H10 1.053
3 C -0.668 -0.035 -0.456  N2 1.469, C4 1.527, H11 1.103, H12 1.090
4 C -0.997 -0.524 0.953  C3 1.527, C5 1.565, H13 1.065, H14 1.063
5 C -2.035 0.443 1.616  C4 1.565, O6 1.191, H15 1.077
6 O -1.891 1.623 1.687  C5 1.191
7 H 0.117 -0.582 -2.960  C1 1.076
8 H 1.496 0.258 -2.388  C1 1.064
9 H 1.586 -1.462 -2.553  C1 1.078
10 H 0.265 -1.775 -0.745  N2 1.053
11 H -0.517 1.054 -0.544  C3 1.103
12 H -1.435 -0.363 -1.157  C3 1.090
13 H -0.149 -0.645 1.586  C4 1.065
14 H -1.513 -1.448 0.854  C4 1.063
15 H -3.018 0.003 1.628  C5 1.077
16 H 1.754 1.504 1.523  O18 0.964
17 H 2.886 2.077 2.289  O18 0.955
18 O 2.643 1.280 1.820  H16 0.964, H17 0.955

Properties
Relative energy (zero: lowest compared OMol25 entry of this formula, charge and spin): 173.56 kJ/mol
Kohn-Sham gap (spin up / spin down): 10.48 / 5.25 eV
Net charge: +1
2S+1: 2


Record 2
This record from the Open Molecules 2025 dataset describes a 2-piece molecular cluster, C4H11NO2 overall in a non-equilibrium geometry. The level of theory is ωB97M-V/def2-TZVPD.

Last columns: bonded neighbours and bond lengths (Å).
CARTESIAN COORDINATES (ANGSTROEM)
1 C 2.011 2.732 -0.754  C2 1.535, N3 1.466, H4 1.123, H5 1.093
2 C 0.886 2.123 -1.603  C1 1.535, H6 1.088, H7 1.109, H11 1.088
3 N 2.321 1.876 0.395  C1 1.466, H9 1.027, H10 1.026
4 H 2.922 2.821 -1.404  C1 1.123
5 H 1.744 3.752 -0.464  C1 1.093
6 H 0.401 2.825 -2.278  C2 1.088
7 H 0.035 2.012 -0.900  C2 1.109
8 H -2.070 -1.215 2.268  O15 0.969
9 H 2.215 0.910 0.064  N3 1.027
10 H 3.258 2.075 0.761  N3 1.026
11 H 1.074 1.156 -2.066  C2 1.088
12 C -1.553 -1.773 -0.861  C13 1.506, H16 1.078, H17 1.095, H18 1.109
13 C -1.352 -1.880 0.628  C12 1.506, O14 1.191, O15 1.360
14 O -0.642 -2.687 1.141  C13 1.191
15 O -2.033 -0.942 1.340  H8 0.969, C13 1.360
16 H -2.224 -1.141 -1.422  C12 1.078
17 H -1.648 -2.818 -1.175  C12 1.095
18 H -0.545 -1.428 -1.166  C12 1.109

Properties
Relative energy (zero: lowest compared OMol25 entry of this formula, charge and spin): 101.65 kJ/mol
Kohn-Sham gap (spin up / spin down): 9.51 / 3.85 eV
Net charge: +1
2S+1: 2


Record 3
This record from the Open Molecules 2025 dataset describes a 3-piece molecular cluster, C4H11NO2 overall in a non-equilibrium geometry. The level of theory is ωB97M-V/def2-TZVPD.

Last columns: bonded neighbours and bond lengths (Å).
CARTESIAN COORDINATES (ANGSTROEM)
1 N -0.354 -3.084 -0.038  C2 1.382, H6 0.958, H7 1.017
2 C 0.024 -1.761 -0.166  N1 1.382, C3 1.406, H8 1.189
3 C -0.509 -1.013 -1.231  C2 1.406, C4 1.571, H9 1.088
4 C -1.135 0.427 -1.191  C3 1.571, C5 1.354, H10 1.077
5 C -0.563 1.395 -1.946  C4 1.354, H11 1.186, H12 1.129
6 H -0.039 -3.635 0.680  N1 0.958
7 H -1.125 -3.396 -0.622  N1 1.017
8 H 0.316 -1.237 0.861  C2 1.189
9 H -0.342 -1.554 -2.159  C3 1.088
10 H -2.021 0.680 -0.633  C4 1.077
11 H -0.951 2.443 -2.343  C5 1.186
12 H 0.537 1.494 -2.176  C5 1.129
13 H 0.851 0.453 3.270  O15 0.990
14 H 0.241 0.814 1.950  O15 0.973
15 O 0.133 0.154 2.657  H13 0.990, H14 0.973
16 H 1.451 3.206 1.546  O18 0.973
17 H 1.698 2.279 0.267  O18 1.012
18 O 1.789 2.335 1.273  H16 0.973, H17 1.012

Properties
Relative energy (zero: lowest compared OMol25 entry of this formula, charge and spin): 207.42 kJ/mol
Kohn-Sham gap (spin up / spin down): 9.23 / 7.36 eV
Net charge: +1
2S+1: 2